Here is a molecular structure, C56H134AsB2F14N7O4Tl at a distorted geometry from the OMol25 dataset. Energies are from ωB97M-V/def2-TZVPD.

**Electronic energy**: -6750.98147 hartree
**Maximum force**: 3.29 eV/A
**E_LUMO (alpha / beta)**: -20.58 / -20.62 eV
**Molar mass**: 1536.63 g/mol
**HOMO-LUMO gap (alpha / beta)**: 2.91 / 2.87 eV
**⟨S²⟩**: 1.766
**Total charge**: +8
**Spin multiplicity**: 2

Structure (XYZ):
```
219
Properties=species:S:1:pos:R:3:forces:R:3:mulliken_spin:R:1
Tl 2.404096 -4.538956 -1.725150 1.041 1.329 -1.285 0.403
As 0.387816 -1.568106 -0.634760 0.382 0.258 0.813 0.027
F -1.296794 -1.696306 0.055820 2.184 0.521 -0.919 -0.002
F -0.066974 -0.296046 -1.820220 0.161 -1.109 1.411 -0.002
F 2.037156 -1.623756 -1.280460 -1.001 0.549 0.253 0.034
F 0.916116 -2.902786 0.450060 -0.554 0.828 -0.659 0.051
F 0.050926 -2.829696 -1.847680 -0.240 0.509 0.718 0.060
F 0.897636 -0.311626 0.630090 -0.985 -1.754 -1.979 0.003
C -3.966934 0.956764 -0.718420 0.091 -0.073 0.292 -0.001
C -4.613914 2.121084 0.066450 -1.469 -0.218 0.563 0.001
N -6.022814 2.657724 -0.459530 1.558 0.287 -0.240 0.004
C -6.911924 1.491874 -0.712760 0.051 0.018 -2.898 -0.002
C -6.748694 3.473994 0.628190 1.637 1.747 -0.538 -0.007
C -6.061974 4.879104 0.994550 -0.774 -1.250 -0.140 0.001
C -5.573194 3.455354 -1.775030 0.682 -1.079 2.443 0.001
C -6.640034 4.116744 -2.538940 0.160 0.420 -0.440 -0.019
O -7.189924 5.181454 -1.753380 -1.673 -1.138 -0.546 -0.703
C -8.542464 5.495514 -2.076920 0.517 1.851 -0.696 -0.047
H -4.491214 0.006124 -0.620860 -0.570 0.297 -0.130 0.000
H -3.014264 0.650704 -0.286160 0.256 0.599 0.394 0.000
H -3.718314 1.100014 -1.769970 -0.320 0.349 -0.008 0.001
H -4.033174 3.021144 0.268250 0.258 -0.139 -0.495 0.000
H -4.920794 1.775374 1.053570 0.280 -0.296 0.068 0.000
H -6.378634 0.975494 -1.510920 -0.190 -0.794 0.329 0.001
H -7.801784 1.833174 -1.241670 -0.240 0.247 0.357 -0.002
H -7.247284 0.832344 0.087650 0.667 0.451 0.430 0.000
H -6.809364 2.731324 1.423700 -0.089 0.539 0.375 0.001
H -7.754444 3.651434 0.247280 0.008 -0.108 0.053 -0.002
H -5.113574 4.795644 1.525270 -0.214 -0.178 0.171 0.000
H -6.789394 5.424834 1.595490 0.124 -0.194 0.413 0.001
H -5.900944 5.560464 0.159130 0.030 -0.434 -0.263 -0.003
H -4.948314 2.759064 -2.334310 -0.688 -0.205 -0.394 -0.007
H -4.827584 4.170054 -1.426650 -0.339 0.350 0.316 -0.002
H -7.287924 3.461234 -3.120870 -1.050 0.101 0.654 -0.032
H -6.201374 4.686704 -3.357990 0.615 0.390 -0.345 -0.055
H -9.314664 4.897334 -1.593210 0.008 -0.878 0.338 -0.071
H -8.626884 5.416514 -3.160770 -0.372 -0.380 -0.246 -0.038
H -8.752274 6.519614 -1.768200 0.276 0.098 0.294 -0.016
C 1.775226 -5.587316 6.147630 -2.574 -0.933 -0.280 0.000
C 0.863856 -6.480806 5.144220 1.112 0.819 0.233 0.000
N -0.552624 -5.911586 4.617100 0.339 -1.188 1.979 0.000
C -1.090354 -6.921036 3.591640 0.168 0.613 0.186 0.000
C -1.539474 -5.712806 5.809260 0.115 -0.965 0.763 0.000
C -1.844784 -6.951006 6.634450 0.301 -0.857 -0.083 0.000
C -0.297654 -4.556316 4.044770 0.841 -1.020 -2.108 0.000
C -1.191694 -4.160186 2.879860 -0.822 0.811 -0.534 0.000
O -2.498104 -3.909386 3.296380 -1.126 0.298 0.482 0.000
C -3.442804 -3.344496 2.384620 0.018 -0.284 -0.101 0.000
H 1.855266 -4.558476 5.796660 0.084 -0.056 0.175 0.000
H 2.755336 -6.011546 6.365570 -0.076 -0.302 -0.688 0.000
H 1.259456 -5.662936 7.104900 0.091 0.639 0.179 0.000
H 0.706036 -7.474176 5.564230 -0.336 0.238 0.010 0.000
H 1.508636 -6.600616 4.273590 -0.602 -0.103 -0.476 0.000
H -1.325074 -7.910216 3.984730 0.508 0.243 0.580 0.000
H -0.315974 -7.007806 2.829470 -0.216 -0.063 -0.069 0.000
H -2.033894 -6.559806 3.182570 0.202 0.254 0.021 0.000
H -2.491854 -5.358906 5.414520 0.425 0.525 -0.242 0.000
H -1.041414 -5.044616 6.511800 -0.143 0.582 -0.516 0.000
H -0.985154 -7.354846 7.169290 0.316 -0.158 -0.446 0.000
H -2.324744 -7.721606 6.031190 0.092 -0.151 0.154 0.000
H -2.502424 -6.778896 7.486500 -0.376 0.651 -0.356 0.000
H 0.609746 -4.723956 3.464580 0.613 0.285 0.318 0.000
H -0.074854 -3.862986 4.855790 -0.543 0.082 -0.265 0.000
H -1.199384 -4.870786 2.053370 0.121 -0.867 0.314 0.000
H -0.799874 -3.322416 2.303030 0.530 0.730 0.636 0.001
H -3.541164 -2.263606 2.485060 0.344 0.293 0.277 0.000
H -4.431624 -3.754346 2.590450 0.175 -0.190 0.164 0.000
H -3.224554 -3.532866 1.333430 0.310 -0.293 -0.046 0.000
C 3.423456 1.483154 -2.990650 -1.122 -1.254 0.734 0.000
C 4.720216 2.014244 -2.455260 0.834 -0.284 -1.301 0.005
N 5.671806 0.926844 -1.821310 0.503 1.258 0.910 0.003
C 6.921206 1.650104 -1.299790 -0.140 0.045 -0.501 0.001
C 4.958946 0.229614 -0.567660 -0.240 0.231 -0.512 -0.002
C 4.189176 1.145444 0.514710 1.382 -0.970 -1.677 0.000
C 6.154006 -0.222646 -2.833480 -1.543 2.907 0.011 0.007
C 7.039156 0.296244 -4.087630 -1.133 -0.503 2.163 0.037
O 6.528726 1.478204 -4.742040 0.572 -1.457 -0.878 0.710
C 6.948736 1.622324 -6.101060 0.333 1.034 0.038 0.037
H 2.673896 2.272424 -3.048180 0.188 0.094 -0.110 0.001
H 2.999056 0.723234 -2.334520 -0.194 0.106 0.409 -0.002
H 3.428876 0.935324 -3.932970 0.529 0.405 -0.320 -0.002
H 4.580336 2.906924 -1.845610 0.173 -0.691 0.935 0.000
H 5.197466 2.454524 -3.330750 0.657 -0.224 0.368 0.001
H 7.714836 0.954324 -1.027510 -0.290 -0.310 -0.030 0.001
H 6.718356 2.273804 -0.429190 -0.336 -0.101 -0.180 0.000
H 7.302886 2.286694 -2.098020 -0.072 0.087 0.069 0.000
H 5.778096 -0.315396 -0.098560 0.063 0.231 0.159 -0.001
H 4.366706 -0.553696 -1.040700 -0.452 0.269 0.302 -0.001
H 4.119006 0.533944 1.414290 0.180 0.023 -0.033 0.000
H 3.171516 1.443584 0.262560 0.227 -0.012 -0.397 0.000
H 4.838426 2.001394 0.698950 -0.318 0.107 0.313 0.000
H 5.169176 -0.554346 -3.162390 0.347 -0.561 -0.459 0.008
H 6.605396 -0.971446 -2.182600 0.468 -0.033 -0.492 0.003
H 7.222696 -0.564286 -4.730980 -0.182 0.172 -0.602 0.023
H 8.030886 0.622364 -3.774230 0.481 0.210 0.305 0.042
H 6.336786 0.978414 -6.732720 -0.369 -0.647 -0.087 0.079
H 7.989436 1.327174 -6.234930 0.217 -0.402 0.128 0.037
H 6.804496 2.641374 -6.459990 -0.211 0.092 0.496 0.011
C -1.635054 7.202284 -5.741970 0.364 -0.458 0.938 0.000
C -0.850564 6.007004 -5.101890 -0.031 0.439 0.054 0.000
N -1.652344 4.938434 -4.379170 -1.911 -1.562 0.783 0.000
C -2.309404 4.012874 -5.471170 0.856 1.410 1.065 0.001
C -0.717834 4.059184 -3.464920 -1.523 0.397 -0.524 -0.001
C -1.436784 3.081424 -2.458500 0.092 0.529 -0.607 0.000
C -2.778574 5.486824 -3.508390 0.461 0.161 -0.545 0.004
C -2.312404 6.288304 -2.277740 -2.648 0.165 0.587 0.001
O -3.604584 6.749514 -1.727830 1.631 -0.252 -0.842 -0.001
C -3.443384 7.481774 -0.509660 -0.632 0.112 0.587 0.000
H -2.528024 6.984264 -6.327790 0.408 -0.255 -0.358 0.000
H -0.905104 7.813264 -6.272990 -0.095 -0.334 -0.500 0.000
H -1.963284 7.898474 -4.970160 -0.070 -0.192 0.334 0.000
H -0.159204 6.435934 -4.376530 -0.058 -0.038 0.146 0.000
H -0.233794 5.386514 -5.752050 -0.055 0.488 -0.555 0.000
H -1.471074 3.507944 -5.951130 -0.299 0.077 -0.257 0.000
H -2.834244 4.715174 -6.118800 0.062 -0.394 -0.250 0.000
H -2.997724 3.297004 -5.021900 0.155 0.144 0.129 0.000
H -0.177494 4.835504 -2.923210 0.446 -0.483 0.010 0.000
H -0.135814 3.546494 -4.230750 0.426 -0.082 0.540 0.000
H -1.756634 3.601454 -1.555520 0.320 0.076 0.031 0.000
H -0.788094 2.249374 -2.184630 0.335 0.241 0.030 0.000
H -2.342704 2.581614 -2.801420 0.015 0.153 -0.685 0.000
H -3.443184 4.650344 -3.292300 0.481 -0.272 0.654 -0.006
H -3.452934 6.080924 -4.125140 0.522 0.584 -0.131 0.000
H -1.689574 7.149834 -2.518470 0.096 -0.076 -0.111 0.000
H -1.901814 5.700834 -1.456530 0.631 -0.203 -0.381 0.000
H -3.563094 6.805084 0.336420 -0.196 -0.149 0.156 0.000
H -4.234594 8.231404 -0.498190 0.106 -0.025 0.129 0.000
H -2.494954 7.982314 -0.314590 0.196 0.040 -0.768 0.000
C 0.398096 4.188294 6.372990 -0.313 0.800 -0.220 0.000
C -0.643494 3.057554 6.254300 0.724 -1.057 0.501 0.000
C -0.593734 2.379474 4.859550 -1.341 1.004 0.055 0.000
N -1.851004 1.564844 4.505600 -1.123 -0.794 0.955 0.000
C -3.169974 2.309534 4.787430 0.766 0.184 -0.775 0.000
C -1.930124 0.312854 5.381000 0.313 -1.725 -1.155 0.000
C -1.232254 -0.863406 4.573540 0.349 1.135 0.993 0.000
C -0.853894 -0.236356 3.226030 -1.070 -0.511 -0.254 0.000
C -1.806134 0.987164 3.079120 2.135 -0.446 0.500 0.000
H 0.049226 5.132854 5.955610 -0.486 -0.063 -0.232 0.000
H 1.336336 4.044954 5.837040 0.056 -0.634 0.162 0.000
H 0.628016 4.481234 7.397400 -0.015 -0.546 0.092 0.000
H -1.623514 3.326294 6.648570 -0.170 0.646 -0.798 0.000
H -0.435694 2.272144 6.980970 0.638 -0.090 0.106 0.000
H 0.273576 1.727564 4.755150 -0.126 0.065 -0.034 0.000
H -0.604864 3.160234 4.099030 0.365 -0.001 -0.138 0.000
H -3.422064 2.407314 5.843360 0.402 -0.341 -0.065 0.000
H -3.928384 1.713034 4.280380 -0.087 0.250 0.126 0.000
H -3.088974 3.317084 4.379540 -0.074 -0.074 -0.150 0.000
H -2.967504 -0.020266 5.412450 -0.082 0.651 0.472 0.000
H -1.506444 0.466744 6.373430 -0.242 0.285 -0.210 0.000
H -1.921434 -1.703566 4.488300 -0.053 0.131 -0.197 0.000
H -0.387954 -1.224206 5.160970 0.194 0.021 -0.256 0.000
H -1.064884 -0.936596 2.417790 -0.029 0.038 -0.079 0.000
H 0.194606 0.023924 3.081070 -0.108 0.225 0.405 0.000
H -2.785314 0.698504 2.697030 -0.077 0.163 0.474 0.000
H -1.271604 1.628884 2.378710 -0.565 0.698 0.191 0.000
C 2.644546 -2.551196 3.077490 -0.722 -0.427 0.009 -0.002
C 4.114086 -2.301006 3.173270 1.282 0.172 -0.697 0.000
C 4.957436 -3.560886 3.476580 0.732 1.289 0.371 0.000
N 6.392226 -3.245056 3.929210 0.816 -0.274 0.875 0.000
C 7.172906 -2.511756 2.837370 -1.444 -0.517 0.540 0.000
C 7.052546 -4.579846 4.316950 -0.370 -0.850 0.725 0.000
C 8.129966 -4.320666 5.351160 0.444 -0.657 -1.030 0.000
C 7.735666 -3.047156 6.043730 -0.483 1.076 0.415 0.000
C 6.483986 -2.521776 5.331850 -0.443 -0.049 -1.051 0.000
H 2.102006 -1.639376 2.827860 -0.028 0.130 0.357 0.001
H 2.275046 -3.009946 3.994610 -0.241 0.228 0.128 0.000
H 2.371036 -3.216596 2.258620 0.333 -0.232 -0.010 -0.003
H 4.353176 -1.437676 3.794240 -0.097 -0.284 0.650 0.000
H 4.429516 -1.953056 2.189640 0.088 -0.065 -0.225 0.002
H 5.044966 -4.115346 2.542230 0.016 -0.402 0.225 0.000
H 4.596116 -4.168126 4.306520 -0.421 -0.001 -0.291 0.000
H 7.108816 -3.196076 1.991380 0.740 0.239 -0.040 0.000
H 8.158256 -2.182826 3.167530 -0.044 -0.508 -0.010 0.000
H 6.570986 -1.637706 2.588690 0.179 0.080 0.051 0.000
H 7.404536 -5.231376 3.517140 -0.175 0.665 -0.562 0.000
H 6.335386 -5.188986 4.867150 -0.745 0.338 -0.379 0.000
H 9.054606 -4.293426 4.774620 0.386 0.435 0.651 0.000
H 8.175036 -5.190026 6.007120 0.169 0.129 0.011 0.000
H 8.548216 -2.321366 6.076610 -0.122 0.040 -0.172 0.000
H 7.382586 -3.139816 7.070790 0.503 -0.459 0.138 0.000
H 6.448496 -1.436696 5.234660 0.080 -0.082 -0.393 0.000
H 5.568266 -2.816856 5.844190 0.058 -0.146 0.030 0.000
C -3.679124 -2.445016 -2.166130 -0.236 -0.826 0.797 0.001
C -3.587234 -1.666326 -3.461600 -0.520 -0.635 0.089 0.000
C -2.382834 -2.119796 -4.283470 -0.343 0.481 -0.228 0.000
N -2.307024 -1.523956 -5.686370 -0.372 -0.766 -0.058 0.000
C -3.553464 -1.956766 -6.462310 -0.391 1.223 -0.024 0.000
C -1.092294 -2.072636 -6.432120 0.749 0.540 -0.758 0.000
C 0.001056 -0.984696 -6.302820 -0.825 -0.265 1.246 0.000
C -0.831524 0.297224 -6.415390 0.130 -0.401 -0.926 0.000
C -2.134294 -0.011346 -5.641480 0.471 -0.178 -0.595 0.000
H -4.515344 -2.132986 -1.540450 -0.166 0.399 -0.152 0.000
H -2.820464 -2.457666 -1.494820 0.250 0.055 -0.396 0.000
H -3.970594 -3.466566 -2.410210 0.388 -0.223 0.093 0.000
H -3.641504 -0.602626 -3.229890 0.249 0.182 -0.446 0.000
H -4.508394 -1.994726 -3.942970 -0.027 0.597 -0.415 0.000
H -2.458804 -3.188106 -4.486070 0.249 -0.047 0.448 0.000
H -1.482444 -1.845396 -3.733840 0.298 -0.308 -0.315 0.001
H -3.654024 -3.035566 -6.581390 0.541 0.106 -0.038 0.000
H -3.556554 -1.406786 -7.403380 0.402 -0.511 -0.268 0.000
H -4.469274 -1.589246 -5.999360 0.254 -0.071 0.490 0.000
H -1.346594 -2.092736 -7.491850 -0.287 -0.171 0.038 0.000
H -0.890074 -3.098286 -6.123490 0.199 0.221 0.253 0.000
H 0.864456 -1.059806 -6.963870 -0.432 -0.201 -0.250 0.000
H 0.392616 -0.975146 -5.285620 0.252 -0.335 0.174 -0.001
H -1.084674 0.500944 -7.455830 -0.072 -0.153 -0.139 0.000
H -0.203474 1.143864 -6.138170 -0.478 0.196 0.627 0.000
H -3.000934 0.374214 -6.178480 0.005 0.425 0.523 0.000
H -2.063554 0.261574 -4.588570 -0.248 0.170 -0.137 0.000
B 2.052496 -3.777596 -4.937380 -1.367 -0.135 0.504 0.034
F 0.878636 -4.476716 -4.821690 -0.748 -0.449 0.131 -0.007
F 2.003776 -2.753996 -3.976620 0.017 1.192 0.952 0.011
F 3.104606 -4.576566 -4.462580 1.437 -1.537 1.490 0.238
F 2.321546 -3.380176 -6.170480 0.430 0.798 -1.343 0.044
B 5.207146 -3.262156 -0.629120 -0.263 -1.040 1.118 0.036
F 5.065296 -3.326806 -1.994760 0.173 0.394 -1.412 0.022
F 4.036636 -2.601726 -0.173680 -0.214 0.718 0.405 0.037
F 5.013906 -4.565156 -0.148930 -0.138 -0.937 0.192 0.010
F 6.391886 -2.733946 -0.134470 -0.578 0.403 -0.600 0.005
```
Positions in Å, forces in eV/Å.